No. 1
Here is a molecular structure, C43H55N5O5PSb2W in a non-equilibrium geometry from the Open Molecules 2025 dataset. Energies are from ωB97M-V/def2-TZVPD.

Cartesian coordinates (Å):
W: 0.51250 -0.36290 -0.41020
C: -2.66570 -2.71900 -2.61030
C: -1.68000 -1.77700 -2.34610
N: -1.19070 -1.53770 -1.10690
C: -1.77200 -2.23240 -0.07650
C: -2.72330 -3.26390 -0.26790
C: -3.17010 -3.49650 -1.58760
C: -3.16850 -3.97800 0.85940
C: -2.70490 -3.65020 2.11320
C: -1.84900 -2.56430 2.31380
C: -1.40130 -1.82440 1.22650
N: -0.60090 -0.68710 1.21550
C: -0.79990 0.34010 2.11560
C: -1.78900 0.45070 3.08800
C: -1.81990 1.55930 3.93490
C: -0.85120 2.53420 3.87870
C: 0.14870 2.47970 2.89090
C: 1.19670 3.41730 2.77080
C: 2.11620 3.25820 1.76160
C: 1.94840 2.24530 0.81890
N: 0.95030 1.34720 0.86410
C: 0.11490 1.41490 1.95130
H: -3.01760 -2.84480 -3.62170
H: -1.23620 -1.19880 -3.15400
H: -3.90480 -4.26110 -1.77140
H: -3.86730 -4.78700 0.72290
H: -3.01910 -4.23040 2.96790
H: -1.51930 -2.31410 3.31110
H: -2.54560 -0.31210 3.18500
H: -2.61330 1.63640 4.66160
H: -0.84730 3.35270 4.57930
H: 1.27310 4.23350 3.47010
H: 2.95090 3.93300 1.66270
H: 2.64190 2.16330 -0.01070
C: 3.67420 0.61160 -3.57040
Sb: 1.79090 0.77870 -2.56140
C: 2.09750 2.90670 -2.40920
C: 0.57490 0.84400 -4.44290
C: 0.22760 2.25020 -4.76670
C: 1.03620 2.96680 -5.64820
C: 0.80860 4.30760 -5.89800
C: -0.23040 4.95770 -5.25060
C: -1.05430 4.25320 -4.38910
C: -0.85580 2.89560 -4.14740
C: -1.86080 2.15280 -3.33640
Sb: -1.33170 1.53040 -1.27770
C: -1.26470 3.50560 -0.41200
C: -3.32900 1.03360 -0.66050
H: 3.64720 1.38370 -4.33650
H: 3.80850 -0.35870 -4.03520
H: 4.49130 0.82590 -2.88450
H: 2.05680 3.32190 -3.41290
H: 3.09210 3.08290 -1.99880
H: 1.34370 3.40100 -1.80120
H: -0.30670 0.20740 -4.33200
H: 1.23040 0.41920 -5.20680
H: 1.84110 2.46030 -6.15840
H: 1.44220 4.84100 -6.58820
H: -0.40640 6.00630 -5.43030
H: -1.88640 4.75780 -3.92200
H: -2.20510 1.25900 -3.86310
H: -2.73270 2.78260 -3.16140
H: -1.91440 4.15000 -1.00160
H: -0.26020 3.92490 -0.40040
H: -1.64730 3.45210 0.60670
H: -3.95630 1.91350 -0.77440
H: -3.32690 0.73000 0.38550
H: -3.73420 0.22890 -1.27330
O: 7.95340 0.14350 -1.26830
C: 7.86070 1.07370 -0.22060
N: 6.79770 0.62330 0.65450
C: 5.51690 0.73060 0.28980
O: 5.09520 1.37520 -0.65930
C: 4.49800 -0.00870 1.12310
C: 4.50640 -0.35840 2.46760
C: 3.35380 -0.96330 2.97200
C: 2.25530 -1.17580 2.16280
N: 2.23640 -0.84550 0.85190
C: 3.36520 -0.30110 0.38240
H: 8.66400 0.39940 -1.86700
H: 7.60190 2.07440 -0.59470
H: 8.78440 1.12280 0.37140
H: 7.06410 -0.05060 1.35660
H: 5.35300 -0.16500 3.10480
H: 3.31190 -1.26690 4.00490
H: 1.35280 -1.63130 2.55430
H: 3.44440 -0.10170 -0.67840
C: -0.36890 -5.42550 -1.93350
C: 0.27040 -4.54500 -2.98970
O: 1.32510 -3.70450 -2.49570
P: 1.40210 -2.50380 -1.45040
O: 2.93870 -2.10900 -1.73120
C: 3.97120 -2.80480 -2.50360
C: 4.61150 -3.97990 -1.79960
O: 1.28620 -3.16240 0.02600
C: 1.95820 -4.36890 0.49280
C: 1.42400 -4.72920 1.86220
H: -1.21450 -5.93820 -2.38570
H: -0.72010 -4.83430 -1.08800
H: 0.32160 -6.18210 -1.57180
H: -0.47840 -3.91770 -3.47780
H: 0.76540 -5.15750 -3.74820
H: 4.71720 -2.02480 -2.67030
H: 3.53760 -3.11690 -3.45580
H: 5.05450 -3.67630 -0.85530
H: 5.40960 -4.35060 -2.43900
H: 3.90480 -4.78850 -1.63590
H: 3.02970 -4.16340 0.54150
H: 1.78010 -5.17350 -0.22150
H: 1.71860 -3.98710 2.59770
H: 1.83610 -5.68870 2.16340
H: 0.33960 -4.79970 1.84580

The total energy is -3209.70903 Eh. The HOMO energy (alpha / beta) comes out at -14.5 / -14.9 eV. As for the charge: +3. For the HOMO-LUMO gap (alpha / beta), the calculation gives 6.2 / 5.8 eV. The multiplicity is 3.

Atom charges from the Mulliken analysis, given in e for atoms 1 to 99: number 1, W, carries 1.339; number 2, C, carries -1.275; number 3, C, carries -0.142; number 4, N, carries 0.796; number 5, C, carries 0.644; number 6, C, carries 1.043; number 7, C, carries -0.953; number 8, C, carries -1.092; number 9, C, carries -1.405; number 10, C, carries -0.209; number 11, C, carries -0.575; number 12, N, carries 1.186; number 13, C, carries 0.109; number 14, C, carries -0.612; number 15, C, carries -1.210; number 16, C, carries -0.922; number 17, C, carries 1.238; number 18, C, carries -1.364; number 19, C, carries -1.676; number 20, C, carries -0.346; number 21, N, carries 1.597; number 22, C, carries 0.344; number 23, H, carries 0.542; number 24, H, carries 0.140; number 25, H, carries 0.594; number 26, H, carries 0.560; number 27, H, carries 0.499; number 28, H, carries 0.696; number 29, H, carries 0.723; number 30, H, carries 0.476; number 31, H, carries 0.533; number 32, H, carries 0.542; number 33, H, carries 0.651; number 34, H, carries 0.498; number 35, C, carries -1.072; number 36, Sb, carries -0.804; number 37, C, carries -1.144; number 38, C, carries -0.802; number 39, C, carries -0.008; number 40, C, carries -0.732; number 41, C, carries -0.670; number 42, C, carries -0.804; number 43, C, carries -0.981; number 44, C, carries 1.351; number 45, C, carries -1.553; number 46, Sb, carries 0.448; number 47, C, carries -1.317; number 48, C, carries -1.229; number 49, H, carries 0.567; number 50, H, carries 0.346; number 51, H, carries 0.243; number 52, H, carries 0.682; number 53, H, carries 0.647; number 54, H, carries 0.008; number 55, H, carries 0.377; number 56, H, carries 0.874; number 57, H, carries 0.410; number 58, H, carries 0.445; number 59, H, carries 0.450; number 60, H, carries 0.442; number 61, H, carries 0.563; number 62, H, carries 0.884; number 63, H, carries 0.586; number 64, H, carries 0.307; number 65, H, carries 0.492; number 66, H, carries 0.635; number 67, H, carries 0.308; number 68, H, carries 0.371; number 69, O, carries -0.519; number 70, C, carries -0.538; number 71, N, carries -0.237; number 72, C, carries 0.352; number 73, O, carries -0.564; number 74, C, carries 0.370; number 75, C, carries -0.412; number 76, C, carries -1.923; number 77, C, carries -0.715; number 78, N, carries 1.277; number 79, C, carries -0.982; number 80, H, carries 0.322; number 81, H, carries 0.351; number 82, H, carries 0.416; number 83, H, carries 0.255; number 84, H, carries 0.661; number 85, H, carries 0.637; number 86, H, carries 0.864; number 87, H, carries 0.407; number 88, C, carries -0.927; number 89, C, carries -0.100; number 90, O, carries -0.320; number 91, P, carries -0.600; number 92, O, carries 0.017; number 93, C, carries -0.455; number 94, C, carries -1.415; number 95, O, carries -0.014; number 96, C, carries -0.053; number 97, C, carries -1.330; number 98, H, carries 0.408; number 99, H, carries 0.135

***

No. 2
Here is a molecular structure, C43H56CeN5OPS2 in a non-equilibrium geometry from the Open Molecules 2025 dataset. Energies are from ωB97M-V/def2-TZVPD.

Cartesian coordinates (Å):
Ce: 0.88964 0.64122 -0.58651
C: -1.86272 3.95789 3.40765
C: -1.31412 3.35143 2.10333
C: -2.49293 2.54299 1.53515
P: 0.17713 2.18259 2.16006
C: 1.57872 3.01681 3.19932
C: 1.70950 2.44314 4.66645
C: 1.50479 4.57172 3.19205
C: -0.36821 0.78495 3.16361
C: -0.92495 1.06070 4.40105
C: -1.60772 0.08751 5.14235
C: -2.16601 0.31596 6.49310
C: -1.77846 -1.16576 4.53835
C: -1.12150 -1.52038 3.36370
C: -0.46435 -0.49078 2.58844
N: 0.31730 -0.86893 1.49532
C: 0.50244 -2.31290 1.32979
C: -0.54857 -3.02415 0.68568
C: -1.75708 -2.35093 0.03733
C: -0.36878 -4.41059 0.55017
C: 0.68250 -5.14259 1.04836
C: 0.72817 -6.67156 0.76815
C: 1.72323 -4.45632 1.65787
C: 1.57125 -3.05763 1.92290
C: 2.55792 -2.40039 2.89293
H: -2.87213 4.38205 3.29026
H: -1.20986 4.72442 3.83330
H: -2.00047 3.25074 4.19447
H: -1.08292 4.08291 1.32880
H: -2.98813 1.90388 2.23829
H: -2.17356 1.95939 0.66799
H: -3.23212 3.24493 1.17156
H: 2.47105 2.70747 2.67604
H: 0.86090 2.74117 5.27531
H: 2.63475 2.80585 5.11759
H: 1.83091 1.36064 4.75430
H: 0.77095 4.89480 3.91695
H: 1.23373 4.94512 2.21755
H: 2.46099 5.05150 3.47355
H: -0.83171 2.06384 4.85018
H: -1.94442 -0.46841 7.22665
H: -3.25818 0.31610 6.45427
H: -1.96217 1.30756 6.98197
H: -2.45694 -1.88005 5.08478
H: -1.14513 -2.61494 3.11223
H: -1.47036 -2.09843 -0.99397
H: -2.02646 -1.49810 0.64644
H: -2.67317 -3.07549 -0.00398
H: -1.13975 -4.94260 -0.05129
H: -0.02329 -7.16177 1.39356
H: 1.70660 -7.05560 0.98524
H: 0.45790 -6.87157 -0.29439
H: 2.60026 -4.97301 2.02895
H: 2.35066 -2.65953 3.93973
H: 2.45491 -1.28560 2.81499
H: 3.57122 -2.60322 2.64653
N: 3.16140 0.27446 -0.02557
N: 3.37566 1.68516 0.06632
C: 3.69188 2.38711 -1.02297
N: 4.49158 3.50418 -1.02434
S: 3.08079 1.68180 -2.44102
H: 3.43662 -0.21058 0.81101
H: 3.59460 -0.14551 -0.82693
H: 3.68671 1.97365 0.97337
H: 4.56632 4.06363 -0.20727
H: 4.53353 3.96733 -1.89341
C: -2.30729 0.42393 -4.97612
C: -2.85164 0.18525 -3.71171
C: -2.19189 0.63499 -2.57505
C: -1.09789 1.52300 -2.70454
C: -0.57470 1.76457 -3.98970
C: -1.16763 1.22770 -5.11971
N: -0.54119 2.20440 -1.65375
C: -0.59177 3.56002 -1.49098
C: 0.46667 4.35699 -1.91783
C: 0.41040 5.74307 -1.84511
C: -0.73201 6.33338 -1.29500
C: -1.84872 5.58396 -0.96062
C: -1.81198 4.18931 -1.07276
H: -2.77058 -0.02777 -5.86683
H: -3.61838 -0.56976 -3.55666
H: -2.56846 0.34047 -1.60426
H: 0.24630 2.47237 -4.11840
H: -0.71091 1.33889 -6.09205
H: 1.34486 3.82683 -2.29023
H: 1.27764 6.34333 -2.10096
H: -0.69912 7.35838 -1.00410
H: -2.73386 6.07412 -0.53881
H: -2.66054 3.48632 -0.95513
C: -2.01505 -6.18934 -5.33975
C: -1.18280 -5.00747 -4.89893
C: -0.90990 -4.82285 -3.51905
C: -0.02244 -3.82444 -3.10310
C: 0.37614 -2.85382 -4.01884
C: 0.09204 -3.00101 -5.37697
C: -0.66987 -4.09772 -5.76158
S: 1.24919 -1.40673 -3.56871
C: 2.89176 -2.32382 -3.48001
O: 0.83491 -1.02707 -2.06560
H: -2.73363 -6.48839 -4.54808
H: -1.38795 -7.08122 -5.51956
H: -2.60170 -5.97735 -6.22911
H: -1.31275 -5.59146 -2.85142
H: 0.24728 -3.67697 -2.07919
H: 0.44564 -2.26706 -6.09591
H: -0.82176 -4.20431 -6.81428
H: 2.89023 -2.96449 -2.60144
H: 3.61356 -1.49482 -3.43274
H: 3.04948 -2.89276 -4.39909

The total energy is -3633.42709 Eh. The HOMO energy (alpha / beta) comes out at -11.7 / -11.7 eV. As for the charge: +2. For the HOMO-LUMO gap (alpha / beta), the calculation gives 4.9 / 4.9 eV.

Atom charges from the Mulliken analysis, given in e for atoms 1 to 99: number 1, Ce, carries 0.037; number 2, C, carries -1.375; number 3, C, carries 1.045; number 4, C, carries -1.996; number 5, P, carries 1.169; number 6, C, carries 0.609; number 7, C, carries -1.490; number 8, C, carries -1.579; number 9, C, carries 0.485; number 10, C, carries -0.603; number 11, C, carries -0.164; number 12, C, carries -1.795; number 13, C, carries -1.264; number 14, C, carries -0.088; number 15, C, carries 0.288; number 16, N, carries 0.471; number 17, C, carries -0.641; number 18, C, carries 1.157; number 19, C, carries -0.839; number 20, C, carries -0.506; number 21, C, carries 0.596; number 22, C, carries -1.421; number 23, C, carries -1.179; number 24, C, carries 0.890; number 25, C, carries -1.328; number 26, H, carries 0.470; number 27, H, carries 0.331; number 28, H, carries 0.242; number 29, H, carries 0.294; number 30, H, carries 0.443; number 31, H, carries 0.175; number 32, H, carries 0.673; number 33, H, carries -0.023; number 34, H, carries 0.292; number 35, H, carries 0.524; number 36, H, carries 0.269; number 37, H, carries 0.312; number 38, H, carries 0.405; number 39, H, carries 0.414; number 40, H, carries 0.300; number 41, H, carries 0.407; number 42, H, carries 0.376; number 43, H, carries 0.355; number 44, H, carries 0.368; number 45, H, carries 0.298; number 46, H, carries -0.051; number 47, H, carries 0.151; number 48, H, carries 0.483; number 49, H, carries 0.375; number 50, H, carries 0.316; number 51, H, carries 0.397; number 52, H, carries 0.292; number 53, H, carries 0.475; number 54, H, carries 0.301; number 55, H, carries -0.148; number 56, H, carries 0.512; number 57, N, carries -0.308; number 58, N, carries -0.055; number 59, C, carries 0.760; number 60, N, carries -0.419; number 61, S, carries -0.393; number 62, H, carries 0.348; number 63, H, carries 0.223; number 64, H, carries 0.204; number 65, H, carries 0.237; number 66, H, carries 0.269; number 67, C, carries -0.461; number 68, C, carries -0.903; number 69, C, carries 0.365; number 70, C, carries -0.529; number 71, C, carries 0.036; number 72, C, carries -0.875; number 73, N, carries 1.010; number 74, C, carries -0.713; number 75, C, carries 0.518; number 76, C, carries -1.068; number 77, C, carries -0.579; number 78, C, carries -0.816; number 79, C, carries -0.232; number 80, H, carries 0.408; number 81, H, carries 0.425; number 82, H, carries 0.474; number 83, H, carries 0.321; number 84, H, carries 0.486; number 85, H, carries 0.282; number 86, H, carries 0.424; number 87, H, carries 0.431; number 88, H, carries 0.398; number 89, H, carries 0.594; number 90, C, carries -1.441; number 91, C, carries 0.407; number 92, C, carries -0.454; number 93, C, carries -0.696; number 94, C, carries 0.749; number 95, C, carries -0.884; number 96, C, carries -0.661; number 97, S, carries 0.486; number 98, C, carries -1.122; number 99, O, carries 0.102